Entry 1:
Entry from OMol25: C35H41CuGe2O as an isolated structure (ωB97M-V/def2-TZVPD).

Structure (ORCA input):
```
! RIJCOSX wB97M-V def2-TZVPD def2/J DEFGRID3
* xyz -1 2
Cu 0.755 0.497 0.169
C -1.987 -3.972 -1.979
Ge -0.627 -2.664 -1.422
C 0.946 -3.747 -0.971
C -0.123 -1.695 -3.053
Ge -1.126 -1.057 0.364
C -2.857 -0.238 -0.121
C -3.449 -0.466 -1.367
C -4.636 0.167 -1.731
C -5.249 1.053 -0.854
C -4.669 1.301 0.386
C -3.485 0.666 0.743
C -1.588 -2.147 1.955
C -1.943 -1.529 3.161
C -2.280 -2.276 4.286
C -2.254 -3.666 4.234
C -1.884 -4.300 3.054
C -1.551 -3.546 1.930
H -1.569 -4.566 -2.801
H -2.906 -3.485 -2.326
H -2.250 -4.645 -1.155
H 1.294 -4.270 -1.869
H 0.720 -4.488 -0.198
H 1.748 -3.095 -0.609
H 0.237 -2.403 -3.808
H 0.683 -0.991 -2.813
H -0.964 -1.130 -3.469
H -2.980 -1.146 -2.070
H -5.078 -0.029 -2.703
H -6.170 1.552 -1.137
H -5.133 2.003 1.071
H -3.035 0.897 1.704
H -1.954 -0.445 3.230
H -2.557 -1.773 5.206
H -2.518 -4.251 5.109
H -1.854 -5.384 3.006
H -1.266 -4.063 1.019
C 1.643 1.614 3.170
C 0.748 2.861 3.171
C -0.667 2.508 3.650
C 0.753 3.617 1.846
C 1.385 4.859 1.803
C 1.416 5.627 0.645
C 0.763 5.144 -0.482
C 0.113 3.911 -0.492
C -0.604 3.489 -1.769
C -2.075 3.126 -1.538
C 0.116 2.367 -2.524
C 0.148 3.105 0.671
O -0.414 1.887 0.669
H 1.792 1.250 4.193
H 2.621 1.826 2.733
H 1.185 0.801 2.603
H 1.168 3.554 3.901
H -1.175 1.913 2.891
H -1.255 3.412 3.832
H -0.623 1.932 4.582
H 1.857 5.233 2.709
H 1.928 6.583 0.624
H 0.746 5.746 -1.389
H -0.586 4.369 -2.413
H -2.165 2.307 -0.822
H -2.544 2.816 -2.480
H -2.630 3.985 -1.146
H 0.072 1.424 -1.973
H 1.169 2.609 -2.687
H -0.356 2.195 -3.498
C 2.287 -0.375 -0.490
C 3.284 -0.911 -0.947
C 4.448 -1.574 -1.489
C 5.538 -1.905 -0.674
C 6.660 -2.530 -1.204
C 6.720 -2.842 -2.557
C 5.643 -2.524 -3.377
C 4.519 -1.898 -2.851
H 5.489 -1.661 0.380
H 7.494 -2.776 -0.555
H 7.596 -3.329 -2.969
H 5.678 -2.766 -4.433
H 3.677 -1.651 -3.486
*
```

E_HOMO (spin up / spin down) = -4.079 / -4.859 eV
Kohn-Sham gap (spin up / spin down) = 6.9 / 6.7 eV

---

Entry 2:
Entry from OMol25: C35H41N2P2SSi2TeV as an isolated structure (ωB97M-V/def2-TZVPD).

Structure (ORCA input):
```
! RIJCOSX wB97M-V def2-TZVPD def2/J DEFGRID3
* xyz 2 1
V 0.141 0.198 -0.350
C 2.076 4.263 -0.707
Si 1.996 2.628 -1.605
C 3.588 2.140 -2.457
C 0.601 2.546 -2.855
N 1.608 1.358 -0.367
P 2.150 1.005 1.200
C 1.152 -0.395 1.309
P 1.388 -1.902 0.493
N 0.048 -1.624 -0.517
Si -1.192 -2.749 -1.270
C -2.844 -1.956 -0.923
C -0.798 -2.788 -3.094
C -1.076 -4.432 -0.459
C 2.684 -2.289 -0.702
C 2.526 -3.517 -1.357
C 3.375 -3.884 -2.386
C 4.391 -3.024 -2.786
C 4.540 -1.799 -2.156
C 3.691 -1.430 -1.123
C 1.187 -3.265 1.621
C 2.058 -4.351 1.658
C 1.866 -5.351 2.600
C 0.811 -5.268 3.497
C -0.047 -4.173 3.475
C 0.147 -3.166 2.548
C 3.911 0.756 1.363
C 4.861 1.652 0.876
C 6.208 1.392 1.055
C 6.613 0.250 1.736
C 5.670 -0.629 2.249
C 4.320 -0.380 2.063
C 1.692 2.269 2.379
C 0.418 2.241 2.954
C 0.048 3.209 3.871
C 0.948 4.205 4.228
C 2.225 4.219 3.689
C 2.604 3.249 2.777
H 2.260 5.062 -1.430
H 1.137 4.493 -0.197
H 2.872 4.313 0.037
H 3.876 2.943 -3.140
H 4.436 1.945 -1.803
H 3.427 1.247 -3.067
H 1.011 2.804 -3.836
H 0.172 1.544 -2.979
H -0.219 3.234 -2.653
H -3.047 -1.085 -1.551
H -3.656 -2.667 -1.088
H -2.907 -1.644 0.121
H -0.704 -1.779 -3.504
H 0.128 -3.321 -3.316
H -1.604 -3.282 -3.642
H -1.380 -4.421 0.587
H -1.785 -5.069 -0.997
H -0.104 -4.918 -0.521
H 1.739 -4.200 -1.066
H 3.242 -4.840 -2.874
H 5.059 -3.309 -3.587
H 5.324 -1.121 -2.467
H 3.833 -0.466 -0.669
H 2.891 -4.420 0.971
H 2.545 -6.191 2.632
H 0.663 -6.053 4.227
H -0.858 -4.101 4.187
H -0.501 -2.297 2.549
H 4.560 2.553 0.355
H 6.945 2.084 0.670
H 7.668 0.051 1.874
H 5.983 -1.510 2.794
H 3.591 -1.070 2.476
H -0.258 1.429 2.725
H -0.934 3.176 4.324
H 0.661 4.959 4.949
H 2.937 4.975 3.991
H 3.613 3.257 2.390
Te -1.645 2.016 0.021
C -3.530 1.365 0.529
C -4.675 1.924 0.019
C -5.842 1.405 0.623
C -5.566 0.492 1.599
S -3.892 0.245 1.780
H -4.683 2.675 -0.759
H -6.845 1.699 0.354
H -6.266 -0.041 2.221
*
```

E_HOMO (spin up / spin down) = -13.056 / -13.028 eV
Kohn-Sham gap (spin up / spin down) = 5.7 / 5.6 eV

---

Entry 3:
Entry from OMol25: C35H41N5O2SY as an isolated structure (ωB97M-V/def2-TZVPD).

Structure (ORCA input):
```
! RIJCOSX wB97M-V def2-TZVPD def2/J DEFGRID3
* xyz 1 1
Y -0.480 0.259 0.901
C -5.782 -2.087 0.661
C -4.589 -1.589 1.485
C -5.023 -1.389 2.941
C -3.413 -2.538 1.357
C -3.490 -3.785 1.977
C -2.468 -4.715 1.877
C -1.339 -4.413 1.134
C -1.228 -3.182 0.490
C -0.033 -2.900 -0.404
C -0.413 -3.019 -1.882
C 1.196 -3.749 -0.094
C -2.265 -2.244 0.611
N -2.070 -0.946 0.031
C -2.839 -0.541 -1.022
O -3.675 -1.161 -1.645
C -2.513 0.893 -1.408
C -3.187 1.605 -2.374
C -2.783 2.912 -2.624
C -1.721 3.471 -1.922
C -1.094 2.695 -0.972
N -1.494 1.440 -0.733
C 0.084 3.161 -0.132
O 0.547 4.270 -0.293
N 0.488 2.176 0.727
C 1.587 2.426 1.618
C 2.801 1.760 1.380
C 3.858 1.943 2.265
C 3.720 2.781 3.361
C 2.520 3.435 3.577
C 1.430 3.265 2.724
C 0.154 4.034 3.005
C -0.362 3.777 4.423
C 0.352 5.535 2.778
C 2.987 0.904 0.136
C 4.102 -0.132 0.258
C 3.203 1.765 -1.110
H -6.602 -1.368 0.711
H -6.145 -3.032 1.077
H -5.518 -2.249 -0.383
H -4.278 -0.619 1.092
H -5.462 -2.302 3.348
H -5.789 -0.614 3.002
H -4.191 -1.100 3.587
H -4.378 -4.039 2.543
H -2.561 -5.680 2.359
H -0.553 -5.151 1.038
H 0.258 -1.852 -0.253
H -0.667 -4.059 -2.099
H 0.420 -2.730 -2.529
H -1.284 -2.412 -2.127
H 1.061 -4.769 -0.459
H 1.393 -3.818 0.977
H 2.079 -3.348 -0.595
H -4.002 1.133 -2.906
H -3.298 3.499 -3.374
H -1.375 4.482 -2.090
H 4.803 1.445 2.094
H 4.553 2.936 4.035
H 2.427 4.100 4.428
H -0.606 3.689 2.302
H 0.337 4.155 5.172
H -0.512 2.712 4.615
H -1.313 4.290 4.582
H 1.077 5.932 3.494
H -0.589 6.069 2.930
H 0.714 5.741 1.769
H 2.053 0.354 -0.031
H 5.084 0.342 0.191
H 4.044 -0.857 -0.556
H 4.073 -0.667 1.210
H 4.155 2.293 -1.015
H 2.425 2.519 -1.231
H 3.246 1.148 -2.011
S -1.487 -0.024 3.499
C -0.194 -1.087 3.610
N -0.022 -1.893 4.694
C 1.055 -2.687 4.872
C 2.028 -2.718 3.927
C 1.804 -1.934 2.789
N 0.740 -1.178 2.625
H -0.747 -1.854 5.400
H 1.081 -3.262 5.787
H 2.906 -3.335 4.034
H 2.514 -1.935 1.971
*
```

E_HOMO = -11.110 eV
Kohn-Sham gap = 6.9 eV

---

Entry 4:
Entry from OMol25: C35H42AsN2PS3V as an isolated structure (ωB97M-V/def2-TZVPD).

Structure (ORCA input):
```
! RIJCOSX wB97M-V def2-TZVPD def2/J DEFGRID3
* xyz 0 2
V -1.360 0.184 -2.878
C -2.809 -3.852 -4.683
C -2.083 -2.568 -4.359
S -2.833 -1.535 -3.150
C -0.911 -2.241 -4.931
C -0.237 -3.145 -5.931
S -0.064 -0.749 -4.561
H -3.720 -3.934 -4.094
H -2.186 -4.725 -4.471
H -3.086 -3.900 -5.739
H -0.961 -3.635 -6.583
H 0.334 -3.928 -5.423
H 0.457 -2.579 -6.550
C -0.620 -0.654 0.703
C 0.219 -1.252 1.825
As -0.668 -0.918 3.567
C -0.534 1.040 3.447
C 0.669 1.724 3.604
C 0.744 3.087 3.351
C -0.381 3.783 2.931
C -1.593 3.118 2.799
C -1.667 1.756 3.067
C 0.859 -1.231 4.741
C 0.818 -0.726 6.040
C 1.863 -0.956 6.920
C 2.958 -1.710 6.518
C 3.001 -2.229 5.234
C 1.956 -1.991 4.349
P 0.104 -0.613 -0.981
C 1.537 0.496 -0.874
C 2.330 0.633 -2.016
C 3.390 1.524 -2.024
C 3.670 2.287 -0.897
C 2.880 2.161 0.235
C 1.813 1.274 0.244
C 0.831 -2.270 -1.166
C 2.146 -2.544 -0.795
C 2.649 -3.830 -0.917
C 1.844 -4.850 -1.406
C 0.534 -4.581 -1.773
C 0.027 -3.294 -1.659
H -0.883 0.383 0.928
H -1.564 -1.199 0.597
H 1.222 -0.821 1.857
H 0.321 -2.328 1.675
H 1.558 1.186 3.914
H 1.686 3.607 3.477
H -0.319 4.844 2.726
H -2.480 3.660 2.498
H -2.618 1.241 2.971
H -0.034 -0.138 6.364
H 1.822 -0.551 7.923
H 3.773 -1.893 7.206
H 3.849 -2.821 4.916
H 2.008 -2.404 3.350
H 2.105 0.042 -2.899
H 3.997 1.624 -2.914
H 4.499 2.982 -0.906
H 3.084 2.761 1.113
H 1.191 1.213 1.127
H 2.784 -1.752 -0.422
H 3.673 -4.034 -0.634
H 2.240 -5.852 -1.505
H -0.097 -5.370 -2.161
H -0.990 -3.078 -1.962
C -0.418 5.030 -1.517
C -0.099 3.608 -1.079
N -1.302 2.800 -0.929
C -1.801 2.051 -1.990
S -1.483 2.385 -3.651
N -2.974 1.282 -1.795
C -3.587 1.090 -0.484
C -4.448 2.270 -0.056
H 0.499 5.610 -1.628
H -1.054 5.522 -0.779
H -0.938 5.028 -2.474
H 0.404 3.620 -0.111
H 0.584 3.133 -1.791
H -1.458 2.433 -0.002
H -3.663 1.440 -2.524
H -2.802 0.891 0.244
H -4.190 0.181 -0.540
H -3.866 3.191 -0.023
H -4.881 2.088 0.930
H -5.270 2.415 -0.759
*
```

E_HOMO (spin up / spin down) = -6.759 / -6.519 eV
Kohn-Sham gap (spin up / spin down) = 6.9 / 7.0 eV

---

Entry 5:
Entry from OMol25: C35H42BFeGeN6Se as an isolated structure (ωB97M-V/def2-TZVPD).

Structure (ORCA input):
```
! RIJCOSX wB97M-V def2-TZVPD def2/J DEFGRID3
* xyz 1 5
Fe 0.030 -0.041 0.279
C -1.490 -2.161 -4.384
C -1.352 -2.201 -2.902
C -1.799 -3.163 -2.009
C -1.385 -2.725 -0.752
N -0.758 -1.552 -0.867
N -0.735 -1.240 -2.194
B -0.015 0.044 -2.672
N 1.455 0.029 -2.159
N 1.726 0.041 -0.822
C 3.052 0.036 -0.676
C 3.654 -0.001 -1.934
C 2.609 0.007 -2.846
C 2.666 -0.007 -4.333
C 3.684 0.083 0.646
C 3.055 0.704 1.724
C 3.669 0.755 2.965
C 4.922 0.187 3.146
C 5.561 -0.421 2.075
C 4.950 -0.470 0.834
N -0.764 1.278 -2.108
N -0.849 1.501 -0.765
C -1.490 2.657 -0.596
C -1.847 3.184 -1.839
C -1.355 2.288 -2.773
C -1.429 2.356 -4.258
C -1.723 3.256 0.722
C -0.763 3.177 1.724
C -0.964 3.813 2.940
C -2.135 4.519 3.174
C -3.102 4.595 2.180
C -2.894 3.975 0.960
C -1.576 -3.396 0.538
C -2.818 -3.942 0.862
C -3.004 -4.580 2.076
C -1.952 -4.687 2.977
C -0.709 -4.167 2.652
C -0.519 -3.528 1.435
H -2.072 -3.018 -4.716
H -1.997 -1.254 -4.712
H -0.518 -2.197 -4.875
H -2.306 -4.081 -2.246
H -0.023 0.086 -3.859
H 4.704 0.007 -2.165
H 3.703 -0.033 -4.658
H 2.156 -0.880 -4.740
H 2.196 0.881 -4.755
H 2.102 1.208 1.582
H 3.181 1.258 3.793
H 5.403 0.230 4.113
H 6.540 -0.861 2.207
H 5.450 -0.961 0.011
H -2.344 4.115 -2.039
H -2.005 3.230 -4.552
H -0.437 2.435 -4.703
H -1.911 1.471 -4.673
H 0.180 2.672 1.533
H -0.191 3.781 3.700
H -2.287 5.018 4.121
H -4.017 5.145 2.352
H -3.652 4.034 0.191
H -3.643 -3.847 0.168
H -3.972 -4.997 2.320
H -2.099 -5.189 3.924
H 0.122 -4.268 3.338
H 0.469 -3.175 1.158
C 1.859 -1.054 5.761
Ge 0.251 0.054 5.796
C 0.411 1.556 7.033
C -1.326 -1.036 6.176
C -0.031 0.835 3.990
Se -0.440 -0.571 2.704
C -2.384 -0.486 2.713
H 1.830 -1.770 6.582
H 2.761 -0.454 5.870
H 1.930 -1.615 4.828
H 0.599 1.205 8.046
H -0.505 2.145 7.043
H 1.236 2.207 6.744
H -1.287 -1.408 7.199
H -1.371 -1.897 5.507
H -2.243 -0.457 6.067
H 0.835 1.380 3.622
H -0.879 1.519 3.993
H -2.751 -0.948 3.624
H -2.730 -1.051 1.849
H -2.695 0.553 2.639
*
```

E_HOMO (spin up / spin down) = -11.087 / -11.077 eV
Kohn-Sham gap (spin up / spin down) = 9.3 / 8.5 eV

---

So what do the calculations give for relative energy (zero: lowest compared OMol25 entry of this formula, charge and spin)? Going down the list: 0.0; 42.6; 0.0; 1.6; 3.4 kcal per mole.